Formula: C5H10O2
Source: OMol25
Level of theory: ωB97M-V/def2-TZVPD

Element x y z (Å)
C -2.261958 -0.530033 -0.334614
C -1.084389 0.434564 -0.380888
C 0.262984 -0.213477 -0.616184
O 0.396654 -1.381444 -0.903270
C 1.480973 0.709534 -0.579336
C 2.315696 0.657671 0.686097
O 1.994078 0.136733 1.723277
H -3.205939 0.023797 -0.298039
H -2.272620 -1.171355 -1.219948
H -2.214820 -1.179578 0.544389
H -1.202832 1.141268 -1.216679
H -1.027658 1.056044 0.523746
H 1.196778 1.763004 -0.713464
H 2.129266 0.438085 -1.419802
H 3.289353 1.184849 0.602110
H -0.220032 -1.475660 1.974796
H 0.424463 -1.593997 1.627801

Forces on atoms 1 to 2 (eV/Å):
C 0.0 0.0 0.0
C 0.0 0.0 0.0

Calculated values
energy relative to the best compared isomer or geometry (same formula, charge and spin)	54.2	kcal per mole
HOMO level	-9.8	eV
total energy	-346.9391	Eh

Formula: C5H10O2
Source: OMol25
Level of theory: ωB97M-V/def2-TZVPD

Element x y z (Å)
C 2.291633 -0.278456 -0.768527
O 1.779139 -0.733011 0.467892
C 0.425748 -0.898428 0.634109
O -0.415965 -1.340608 -0.402749
C -0.702389 -0.056400 0.208898
C -0.618364 1.122442 -0.735044
C -1.908723 -0.037336 1.125160
H 1.789964 -0.778098 -1.603905
H 3.350621 -0.551372 -0.764632
H 2.200747 0.811779 -0.871525
H 0.292175 -1.454059 1.563719
H 0.046561 0.916955 -1.575778
H -0.274016 2.024647 -0.217390
H -1.616769 1.331193 -1.139222
H -2.092321 0.982272 1.480204
H -2.799899 -0.390145 0.597304
H -1.748148 -0.671380 2.001478

Forces on atoms 1 to 2 (eV/Å):
C 0.1 0.1 -0.2
O -0.1 -0.1 0.0

Calculated values
energy relative to the best compared isomer or geometry (same formula, charge and spin)	55.1	kcal per mole
HOMO level	-9.5	eV
total energy	-346.9376	Eh

Formula: C5H10O2
Source: OMol25
Level of theory: ωB97M-V/def2-TZVPD

Element x y z (Å)
C 0.558000 -1.661228 1.364151
C 0.455108 -1.070694 -0.032149
O -0.739844 -1.572093 -0.605331
C 0.477096 0.453303 0.036378
C -0.076947 1.257596 -1.152617
C -1.040986 1.838473 -0.110802
O -0.524158 0.985101 0.917741
H 0.537281 -2.753264 1.316632
H 1.483527 -1.342713 1.855453
H -0.290833 -1.314919 1.960591
H 1.325702 -1.377920 -0.638845
H -0.710916 -1.396372 -1.552946
H 1.482698 0.771137 0.352573
H 0.616233 1.960223 -1.618999
H -0.563992 0.660075 -1.927882
H -2.108438 1.664649 -0.286448
H -0.879531 2.898647 0.122498

Forces on atoms 1 to 2 (eV/Å):
C 0.0 0.0 0.0
C 0.3 0.1 0.2

Calculated values
energy relative to the best compared isomer or geometry (same formula, charge and spin)	48.4	kcal per mole
HOMO level	-9.5	eV
total energy	-346.9483	Eh

Formula: C5H10O2
Source: OMol25
Level of theory: ωB97M-V/def2-TZVPD

Element x y z (Å)
C 1.401683 -1.723525 0.080002
C -0.012396 -1.167757 0.065661
O -0.443355 -1.110027 1.413492
C -0.036345 0.196184 -0.617010
C -1.225042 1.139049 -0.358850
C -0.148247 2.103800 0.153043
O 0.884900 1.128156 -0.029939
H 1.420601 -2.698583 0.574133
H 1.788877 -1.832329 -0.938642
H 2.049226 -1.033981 0.628966
H -0.673765 -1.832354 -0.519082
H -1.388694 -0.919759 1.416757
H 0.183380 0.052035 -1.686203
H -1.783268 1.456663 -1.241585
H -1.927193 0.802991 0.409319
H -0.233088 2.416973 1.199617
H 0.011930 2.987247 -0.478084

Forces on atoms 1 to 2 (eV/Å):
C 0.0 0.0 0.0
C 0.2 0.0 -0.3

Calculated values
energy relative to the best compared isomer or geometry (same formula, charge and spin)	48.4	kcal per mole
HOMO level	-9.6	eV
total energy	-346.9483	Eh

Formula: C5H10O2
Source: OMol25
Level of theory: ωB97M-V/def2-TZVPD

Element x y z (Å)
C -2.012185 -0.300097 -0.151227
C -1.125596 0.553415 0.698310
O -0.967507 1.813166 0.161410
C -0.552081 0.189257 1.843416
C 1.021729 -0.181214 -1.181342
C 2.121654 -1.177020 -0.965283
O 1.499508 1.022021 -0.939190
H -3.064619 -0.030666 -0.010671
H -1.728063 -0.172945 -1.197095
H -1.883659 -1.354385 0.100433
H -0.518958 2.359704 0.822355
H 0.092362 0.856563 2.411611
H -0.713368 -0.807029 2.232892
H 3.059473 -0.778139 -0.556236
H 1.726215 -1.974320 -0.323667
H 2.307110 -1.647334 -1.939095
H 0.737982 1.629015 -1.006615

Forces on atoms 1 to 2 (eV/Å):
C 0.0 0.0 0.0
C -0.1 -0.2 0.2

Calculated values
energy relative to the best compared isomer or geometry (same formula, charge and spin)	91.9	kcal per mole
HOMO level	-8.2	eV
total energy	-346.8789	Eh

Formula: C5H10O2
Source: OMol25
Level of theory: ωB97M-V/def2-TZVPD

Element x y z (Å)
C -0.068949 0.162086 -1.782638
C 0.378862 -0.536054 -0.509266
C -0.748252 -0.853197 0.520680
O -2.015275 -0.300501 0.238541
C -0.014715 -0.013633 1.579921
C 1.080702 0.358027 0.546861
O 1.109583 1.710808 0.150790
H -0.784560 -0.457529 -2.338049
H 0.782352 0.365368 -2.439658
H -0.548942 1.113790 -1.548125
H 0.980468 -1.424357 -0.741183
H -0.841324 -1.920354 0.769771
H -2.361114 -0.734274 -0.552559
H 0.340075 -0.576453 2.450548
H -0.621246 0.843468 1.893453
H 2.089745 0.015918 0.819152
H 1.242590 2.246885 0.941760

Forces on atoms 1 to 2 (eV/Å):
C 0.0 0.0 -0.1
C 0.0 0.0 -0.1

Calculated values
energy relative to the best compared isomer or geometry (same formula, charge and spin)	44.1	kcal per mole
HOMO level	-9.6	eV
total energy	-346.9551	Eh

Formula: C5H10O2
Source: OMol25
Level of theory: ωB97M-V/def2-TZVPD

Element x y z (Å)
C 0.249803 2.319920 0.621925
C 0.676504 0.854876 0.647364
O 0.009747 0.082092 1.565033
C 0.272561 0.093156 -0.559029
C 0.566134 -1.366810 -0.686833
C -0.878245 -1.892588 -0.578996
O -1.620470 -0.783516 -0.070309
H 0.483440 2.775459 1.587761
H 0.761836 2.883503 -0.168324
H -0.833214 2.386045 0.470620
H 1.782670 0.794915 0.745575
H -1.191340 -0.517564 0.823403
H -0.255955 0.565488 -1.388146
H 1.048125 -1.599101 -1.643996
H 1.192952 -1.692793 0.144553
H -0.978196 -2.780235 0.056029
H -1.286353 -2.122847 -1.566632

Forces on atoms 1 to 2 (eV/Å):
C 0.0 0.0 0.0
C 0.0 0.1 -0.3

Calculated values
energy relative to the best compared isomer or geometry (same formula, charge and spin)	107.0	kcal per mole
HOMO level (spin up / spin down)	-8.9 / -8.9	eV
total energy	-346.8549	Eh

Formula: C5H10O2
Source: OMol25
Level of theory: ωB97M-V/def2-TZVPD

Element x y z (Å)
C -1.139426 -1.478241 0.346318
C -0.673193 -0.125436 -0.138481
C 0.757550 -0.078366 -0.640930
C 1.739466 0.197846 0.517595
O 2.479496 1.385302 0.319213
C -1.664415 0.876224 -0.541532
O -1.008074 0.971196 0.715396
H -1.276201 -2.156232 -0.503708
H -0.392575 -1.921822 1.014529
H -2.083519 -1.398561 0.891837
H 0.885660 0.713946 -1.386471
H 0.997968 -1.017567 -1.150440
H 2.481852 -0.596150 0.621316
H 1.178903 0.247756 1.458058
H 1.837295 2.101221 0.238152
H -2.726304 0.628720 -0.501635
H -1.403905 1.657642 -1.254139

Forces on atoms 1 to 2 (eV/Å):
C 0.0 0.0 0.0
C 0.0 -0.2 -0.1

Calculated values
energy relative to the best compared isomer or geometry (same formula, charge and spin)	52.8	kcal per mole
HOMO level	-10.2	eV
total energy	-346.9412	Eh

Formula: C5H10O2
Source: OMol25
Level of theory: ωB97M-V/def2-TZVPD

Element x y z (Å)
C -0.862975 -1.561370 -1.563935
O -0.087302 -0.483425 -1.096766
C -0.620073 0.113413 0.047498
C -0.392926 -0.584295 1.398395
O 0.262502 0.573571 1.926421
C 0.241697 1.244168 0.645448
C 1.633720 1.455477 0.059347
H -0.900435 -2.386476 -0.836285
H -1.894615 -1.248967 -1.789774
H -0.391965 -1.922597 -2.480816
H -1.666751 0.407769 -0.124098
H 0.281319 -1.449515 1.328006
H -1.281275 -0.854900 1.981462
H -0.297060 2.195309 0.733168
H 1.877312 2.516643 -0.038613
H 2.366987 1.001208 0.731983
H 1.731840 0.983986 -0.921441

Forces on atoms 1 to 2 (eV/Å):
C -0.1 -0.2 -0.1
O 0.1 0.0 0.0

Calculated values
energy relative to the best compared isomer or geometry (same formula, charge and spin)	59.8	kcal per mole
HOMO level	-9.6	eV
total energy	-346.9301	Eh

Formula: C5H10O2
Source: OMol25
Level of theory: ωB97M-V/def2-TZVPD

Element x y z (Å)
C 1.138389 -0.232740 1.072094
C 0.410880 0.150743 -0.179186
C 1.073603 -0.237077 -1.459125
C -0.683064 0.974159 -0.189250
C -1.222886 1.656033 0.969021
O -2.146735 2.441209 0.935063
H 1.952608 -0.914150 0.854885
H 1.538091 0.650502 1.571879
H 0.461772 -0.732965 1.763068
H 0.578046 0.191198 -2.326424
H 2.118126 0.074385 -1.459514
H 1.050874 -1.325024 -1.544454
H -1.027942 1.365015 -1.139151
H -0.788354 1.356571 1.942921
O -1.159193 -1.886571 -0.083842
H -1.645749 -2.527648 -0.624148
H -1.648464 -1.003640 -0.103836

Forces on atoms 1 to 2 (eV/Å):
C -0.4 -0.2 0.2
C -0.4 1.8 -0.1

Calculated values
energy relative to the best compared isomer or geometry (same formula, charge and spin)	43.8	kcal per mole
HOMO level	-9.6	eV
total energy	-346.9556	Eh

Formula: C5H10O2
Source: OMol25
Level of theory: ωB97M-V/def2-TZVPD

Element x y z (Å)
C -1.079680 1.566983 1.948746
C -0.120043 0.803591 1.089677
C -0.369818 -0.416304 0.605688
C 0.615551 -1.149191 -0.198010
C 0.291795 -2.077193 -1.092005
O 1.152262 -2.726314 -1.920644
H -0.772191 1.516783 2.998134
H -1.142456 2.616417 1.673324
H -2.073674 1.128799 1.894230
H 0.864013 1.242071 0.950911
H -1.291760 -0.932764 0.845892
H 1.663529 -0.866794 -0.121645
H -0.720026 -2.432090 -1.247629
H 2.057992 -2.470494 -1.719968
O 0.066978 1.595687 -2.150970
H -0.142796 1.201859 -1.291286
H 1.000317 1.398948 -2.264437

Forces on atoms 1 to 2 (eV/Å):
C 0.0 -0.2 0.2
C -0.3 -0.3 0.4

Calculated values
energy relative to the best compared isomer or geometry (same formula, charge and spin)	48.1	kcal per mole
HOMO level	-8.4	eV
total energy	-346.9488	Eh

Formula: C5H10O2
Source: OMol25
Level of theory: ωB97M-V/def2-TZVPD

Element x y z (Å)
C -1.368846 0.284784 -1.971120
C -1.269103 0.040675 -0.641773
O -2.119570 -0.882262 -0.094106
C -0.142490 0.492607 0.156261
C 0.168321 0.269297 1.445498
C 1.148538 1.136075 2.200831
H -1.585424 -0.606840 -2.543427
H -0.891550 1.167484 -2.360166
H -2.104885 -0.777697 0.870397
H 0.425771 1.243323 -0.395462
H -0.037336 -0.718583 1.874065
H 0.658375 1.375800 3.138490
H 1.303994 2.055449 1.653677
H 2.018516 0.520019 2.392471
O 1.168413 -2.042901 -2.275354
H 0.987840 -1.154538 -1.936993
H 1.639432 -2.402691 -1.513286

Forces on atoms 1 to 2 (eV/Å):
C 0.8 -0.6 1.1
C 0.2 -1.2 -0.4

Calculated values
energy relative to the best compared isomer or geometry (same formula, charge and spin)	73.4	kcal per mole
HOMO level	-8.3	eV
total energy	-346.9085	Eh

energy relative to the best compared isomer or geometry (same formula, charge and spin) of number 1 (C5H10O2)? 54.2 kcal per mole

Which of these has the highest total energy? number 7

Which formula does entry 10 have? C5H10O2